*w*
The ion C5H9N4O with charge +1, computed with ωB97M-V/def2-TZVPD.

Computed properties:
Highest occupied orbital energy, Ha: -0.4403
Structure (SMILES): C[N+](C)=N/N=C\C1=C(N)O1
E_LUMO, eV: -3.89

ORCA input file:
```
! wB97M-V def2-TZVPD RIJCOSX def2/J DEFGRID3
* xyz 1 1
H 3.79 -0.83 -0.38
N 0.15 1.55 -0.16
H 3.55 0.89 -0.95
H 0.58 -1.10 0.86
C 3.08 -0.14 -0.86
N 1.87 0.18 -0.16
O -1.78 -0.90 -0.47
C -2.92 -0.32 -0.17
C 1.52 -0.52 1.02
N 1.12 1.10 -0.72
C -1.87 0.44 0.20
H -4.29 -1.63 -0.61
H -1.43 2.41 0.69
N -4.15 -0.70 -0.11
H -4.93 -0.27 0.37
H 1.55 0.05 1.85
H 2.89 -0.39 -1.83
C -1.00 1.49 0.31
H 2.27 -1.32 1.11
*
```



*x*
A structure of composition C5H9N4O, computed with ωB97M-V/def2-TZVPD.

Computed properties:
Highest occupied orbital energy, Ha: -0.4551
E_LUMO, eV: -3.18

ORCA input file:
```
! wB97M-V def2-TZVPD RIJCOSX def2/J DEFGRID3
* xyz 1 1
H 2.73 -1.20 1.02
H 0.92 1.74 1.18
C -3.38 0.03 -0.27
H 0.94 2.05 -0.46
H 3.28 -1.06 -0.56
H -3.38 -2.03 0.55
O -1.65 -1.25 0.35
H -2.18 1.80 -0.96
C -2.24 0.79 -0.51
H 0.30 -2.48 -0.99
N 0.43 0.19 -0.11
H 2.80 0.28 0.40
N 1.10 1.34 0.17
N 2.64 -0.64 0.15
C -2.97 -1.16 0.20
C 1.18 -0.92 -0.22
H -4.32 0.35 -0.44
C -1.26 -0.07 -0.06
N 1.04 -2.13 -0.43
*
```



*y*
The ion C5H9N4O with charge +1, computed with ωB97M-V/def2-TZVPD.

Computed properties:
Highest occupied orbital energy, Ha: -0.4856
Structure (SMILES): N[C@H](C=O)c1[nH]cnc1[NH3+]
E_LUMO, eV: -3.22

ORCA input file:
```
! wB97M-V def2-TZVPD RIJCOSX def2/J DEFGRID3
* xyz 1 1
H 3.35 -1.57 0.39
C 2.43 -1.01 0.21
N 1.34 -1.46 -0.39
N 0.37 1.77 0.70
H 1.00 2.58 0.63
C -1.84 -1.08 0.54
C 1.06 0.51 0.36
H -2.33 1.17 -1.16
C -1.15 -0.48 -0.61
H 0.11 1.82 1.70
H 1.18 -2.28 -0.94
H -0.71 1.71 0.15
N -1.38 0.98 -0.88
N 2.32 0.25 0.63
H -1.27 -1.22 -1.42
H -0.69 1.49 -1.52
H -1.85 -2.24 0.49
C 0.41 -0.51 -0.29
O -2.33 -0.43 1.40
*
```



Quick one: least stable of them? *w*



*w*
A cluster of 3 separate species, C4H12O2 in total, computed with ωB97M-V/def2-TZVPD.

Computed properties:
Highest occupied orbital energy, Ha: -0.3580
Structure (SMILES): C=C(C)C.O.O
E_LUMO, eV: 0.64

ORCA input file:
```
! wB97M-V def2-TZVPD RIJCOSX def2/J DEFGRID3
* xyz 0 1
H 2.64 1.33 0.31
H -5.23 -3.70 -4.19
H -0.68 2.55 0.88
H 1.46 2.73 0.21
H 1.32 -1.25 0.42
H -1.40 0.71 0.98
H 1.40 0.58 2.71
H -0.44 -0.98 0.16
H -4.12 -3.64 -3.11
C 0.58 -0.57 -0.10
C 1.70 1.71 -0.09
C 0.56 0.81 0.34
O 2.16 0.42 3.34
H 0.78 -0.80 -1.14
H 2.90 0.90 3.03
C -0.53 1.43 0.75
H 1.99 1.67 -1.26
O -5.09 -3.89 -3.23
*
```



*x*
A cluster of 2 separate species, C4H12O2 in total, computed with ωB97M-V/def2-TZVPD.

Computed properties:
Highest occupied orbital energy, Ha: -0.3646
Structure (SMILES): CC[C@H](C)O.O
E_LUMO, eV: 0.65

ORCA input file:
```
! wB97M-V def2-TZVPD RIJCOSX def2/J DEFGRID3
* xyz 0 1
H -1.02 0.22 -2.83
C -0.12 1.98 0.12
H -0.92 -2.20 0.22
H 0.42 2.56 0.76
H -1.52 0.16 0.33
H 0.41 1.85 -1.00
H 1.04 -0.58 -0.69
H -0.91 0.62 1.60
H 0.21 -0.72 -2.92
H -1.01 2.55 -0.11
C -0.10 -1.86 0.99
O 1.80 -0.22 0.98
H -0.68 -1.80 1.90
O -0.02 0.22 -3.18
H 1.61 -0.11 1.92
C -0.42 0.56 0.60
C 0.57 -0.61 0.33
H 0.66 -2.62 1.00
*
```



Quick one: least stable of them? *x*



*w*
A cluster of 3 separate species, C4H12O2 in total, computed with ωB97M-V/def2-TZVPD.

Computed properties:
Highest occupied orbital energy, Ha: -0.3396
Structure (SMILES): C/C=C/C.O.O
E_LUMO, eV: 0.78

ORCA input file:
```
! wB97M-V def2-TZVPD RIJCOSX def2/J DEFGRID3
* xyz 0 1
O -2.47 0.92 -1.24
C 1.31 1.55 0.46
H -0.13 -2.03 2.33
H -0.98 -2.46 0.94
C 1.18 0.08 0.75
H 2.30 1.99 0.56
H -2.01 1.77 -1.29
H 0.58 -0.64 -1.71
C 0.03 -0.57 0.82
H -0.73 0.09 -1.65
H 0.80 -2.60 0.82
C -0.01 -2.03 1.24
O 0.00 -0.10 -2.26
H 0.71 2.10 1.18
H -0.94 -0.08 0.79
H 0.97 1.76 -0.55
H -2.70 0.72 -2.16
H 2.09 -0.47 0.97
*
```



*x*
A cluster of 2 separate species, C4H12O2 in total, computed with ωB97M-V/def2-TZVPD.

Computed properties:
Highest occupied orbital energy, Ha: -0.3713
Structure (SMILES): CCO.CCO
E_LUMO, eV: 0.85

ORCA input file:
```
! wB97M-V def2-TZVPD RIJCOSX def2/J DEFGRID3
* xyz 0 1
H 1.24 0.83 -3.81
H 2.70 2.89 -2.07
O 2.31 -0.06 -2.39
H 0.10 -1.47 2.50
H -1.89 -2.59 1.77
H -3.64 -1.94 3.35
H -3.44 -0.95 1.70
C -3.04 -1.10 2.79
H -1.22 -2.51 3.33
H 1.43 2.01 -1.22
C 1.72 2.37 -2.26
C 2.04 1.08 -3.18
H 3.00 0.14 -1.77
O -0.61 -1.02 2.04
H -3.05 -0.20 3.46
C -1.68 -1.79 2.44
H 1.12 3.05 -2.80
H 2.89 1.26 -3.88
*
```



*y*
A cluster of 2 separate species, C4H12O2 in total, computed with ωB97M-V/def2-TZVPD.

Computed properties:
Highest occupied orbital energy, Ha: -0.3721
Structure (SMILES): CCO.CCO
E_LUMO, eV: 0.87

ORCA input file:
```
! wB97M-V def2-TZVPD RIJCOSX def2/J DEFGRID3
* xyz 0 1
H 2.50 -0.60 -2.90
H -2.82 1.55 3.83
O 1.18 -1.59 -1.80
H 2.87 -3.53 -2.21
H 4.10 -2.52 -3.20
H -1.64 0.91 1.59
H 3.14 -1.09 -1.31
C -2.30 1.74 1.81
H 1.02 -2.09 -1.00
C 3.09 -2.65 -2.81
H -4.12 2.24 1.39
O -3.62 1.43 1.34
H -1.31 2.37 3.56
C -2.34 2.30 3.21
H -1.95 2.59 1.22
H 2.55 -2.89 -3.74
C 2.53 -1.40 -2.17
H -2.88 3.22 3.20
*
```



Quick one: least stable of them? *x*



*w*
A cluster of 2 separate species, C2H4IN3 in total, computed with ωB97M-V/def2-TZVPD.

Computed properties:
Highest occupied orbital energy (spin up / spin down), Ha: -0.2352 / -0.3570
E_LUMO (spin up / spin down), eV: -0.17 / -2.21

ORCA input file:
```
! wB97M-V def2-TZVPD RIJCOSX def2/J DEFGRID3
* xyz 0 3
H -1.26 2.68 -0.12
I 1.82 2.20 0.52
N -1.16 2.25 0.80
H 0.13 -2.68 -1.07
C 0.40 -1.91 -0.36
N -0.18 1.92 1.33
H 1.44 -1.64 -0.49
H 0.25 -2.28 0.66
N -1.02 0.21 -0.71
C -0.41 -0.75 -0.56
*
```



*x*
The molecule C2H4IN3, computed with ωB97M-V/def2-TZVPD.

Computed properties:
Highest occupied orbital energy (spin up / spin down), Ha: -0.2676 / -0.3478
E_LUMO (spin up / spin down), eV: 0.31 / -2.27

ORCA input file:
```
! wB97M-V def2-TZVPD RIJCOSX def2/J DEFGRID3
* xyz 0 3
I 0.80 1.58 1.79
H 1.00 1.34 -2.55
N -0.49 -1.03 0.78
N -1.44 -0.84 1.61
C 0.11 0.37 -1.13
N 1.09 0.75 -1.78
C 0.47 -0.18 0.49
H 1.35 -0.74 0.47
H -1.98 -1.83 1.72
H -0.91 0.56 -1.40
*
```



Quick one: least stable of them? *x*



*w*
A structure of composition C12H18F9FeO6, computed with ωB97M-V/def2-TZVPD.

Computed properties:
Highest occupied orbital energy (spin up / spin down), Ha: -0.1834 / -0.1809
E_LUMO (spin up / spin down), eV: 2.89 / 2.90

ORCA input file:
```
! wB97M-V def2-TZVPD RIJCOSX def2/J DEFGRID3
* xyz -1 5
C -1.27 2.62 1.83
O -2.31 0.81 0.50
O -0.93 -2.59 0.13
O 1.52 0.63 -0.04
C 2.40 1.71 -0.11
H 4.86 0.90 -3.17
F 2.48 3.68 1.18
H 1.92 2.43 -0.78
H -2.58 2.31 -0.78
F 0.01 -5.30 0.63
H 6.22 1.84 -2.50
C 0.08 -3.17 -0.60
F -4.39 1.08 -2.44
F 1.71 -4.85 -0.65
F 2.01 2.07 2.26
H -2.49 -3.30 1.97
C 5.36 1.21 -2.25
H -2.23 0.90 2.50
H -4.00 -3.29 1.18
H -3.37 2.06 1.81
O 3.46 1.10 -0.83
H 5.67 0.37 -1.63
H -3.26 -1.69 1.47
H 4.96 2.69 -0.75
C -2.40 1.58 1.67
C -3.06 -2.74 1.23
C -4.11 0.78 -1.20
H -1.30 3.22 2.74
F -4.95 1.39 -0.34
C -2.24 -3.18 0.09
C 0.84 -4.30 0.14
H 3.87 2.58 -2.16
O 0.70 -1.96 -1.04
H -1.30 3.35 1.02
F -4.21 -0.53 -1.12
C 2.80 2.38 1.29
H -0.28 2.16 1.85
H -2.79 -2.86 -0.80
O -1.62 0.61 -1.43
F 4.02 2.24 1.64
H -0.34 -3.65 -1.48
F 1.52 -3.86 1.19
H -2.30 -4.27 -0.01
C 4.47 2.01 -1.45
C -2.68 1.22 -0.76
Fe -0.46 -0.41 -0.02
*
```



*x*
A structure of composition C12H18F9FeO6, computed with ωB97M-V/def2-TZVPD.

Computed properties:
Highest occupied orbital energy (spin up / spin down), Ha: -0.2027 / -0.1825
E_LUMO (spin up / spin down), eV: 2.87 / 2.87

ORCA input file:
```
! wB97M-V def2-TZVPD RIJCOSX def2/J DEFGRID3
* xyz -1 5
C 2.23 -4.34 -3.19
O 0.89 -2.66 -2.25
H 1.06 4.50 0.70
H -0.69 -2.78 -0.90
F -2.49 -1.41 -2.34
H 1.74 3.67 2.81
F -4.09 -0.43 2.14
C 0.49 3.65 1.07
C -2.62 1.01 0.90
H 2.98 -4.30 -2.39
H -2.07 -0.37 3.15
O -1.33 0.54 1.40
H 2.29 -5.39 -3.53
C 0.68 3.56 2.58
O 1.95 0.91 -0.59
H -3.02 1.76 1.60
C 2.94 3.09 -0.65
H 0.12 -4.17 -3.41
F -3.09 -1.29 0.43
F -1.04 -1.54 -3.93
C -1.43 -2.09 -2.77
Fe -0.31 0.87 -0.36
C 0.86 -4.03 -2.61
H 2.69 1.82 1.07
F -4.67 0.15 0.14
H 0.90 -0.33 2.49
C 2.17 1.99 0.10
F -1.90 -3.34 -3.06
O -0.03 -0.91 -1.24
O 0.82 2.44 0.41
F 3.89 2.59 -1.44
H -0.25 -1.68 2.13
H 0.29 2.63 3.00
C -0.01 -0.84 2.79
H -0.99 0.98 3.39
O -2.29 1.49 -0.28
H 2.47 -3.69 -4.02
H 0.56 -4.68 -1.79
C -0.31 -2.10 -1.70
F 3.56 3.93 0.22
H 0.08 -1.23 3.81
C -3.62 -0.15 0.89
F 2.15 3.85 -1.43
C -1.19 0.11 2.75
H -0.56 3.83 0.84
H 0.17 4.39 3.07
*
```



Quick one: least stable of them? *w*



*w*
A cluster of 12 separate species, BF4H22O11 in total, computed with ωB97M-V/def2-TZVPD.

Computed properties:
Highest occupied orbital energy, Ha: -0.2789
E_LUMO, eV: 2.20

ORCA input file:
```
! wB97M-V def2-TZVPD RIJCOSX def2/J DEFGRID3
* xyz -1 1
F 1.85 -0.57 0.08
O -1.27 -3.53 1.03
O 0.01 3.12 -3.32
H -2.49 -2.93 -1.99
H -2.63 -1.97 1.53
H 3.13 0.84 -0.12
H -0.32 -3.29 1.05
O -2.89 -2.58 -1.18
H 0.53 3.07 -2.51
O 1.26 1.34 3.61
H -0.88 2.40 -0.47
H -2.62 -0.66 -2.08
H 0.37 1.46 3.97
H 1.63 4.24 2.17
H 0.69 -1.59 -3.48
O 1.45 -1.04 -3.26
O -1.44 3.06 -0.05
F 0.05 0.46 1.06
H -0.99 3.25 0.78
B 0.52 -0.11 -0.12
O -3.13 -1.15 1.47
H 3.42 1.98 0.83
H -1.35 -4.25 1.67
H -2.24 -2.75 -0.49
O -2.15 0.12 -2.38
H 1.16 -0.56 -2.48
H 0.46 2.53 -3.93
H 1.25 0.45 3.25
H 1.68 -3.40 1.80
F -0.21 -1.21 -0.58
F 0.51 0.89 -1.11
H -2.50 -0.51 1.11
H -1.47 0.25 -1.72
H 0.77 3.00 2.37
O 1.59 -3.29 0.85
O 0.90 3.75 1.77
H 1.50 -2.33 0.73
O 3.82 1.47 0.12
*
```



*x*
A structure of composition BF4H22O11, computed with ωB97M-V/def2-TZVPD.

Computed properties:
Highest occupied orbital energy, Ha: -0.1959
E_LUMO, eV: 2.90

ORCA input file:
```
! wB97M-V def2-TZVPD RIJCOSX def2/J DEFGRID3
* xyz -1 1
O 0.46 -1.15 -2.70
H -0.29 1.72 -1.29
H -1.83 -0.56 -0.12
H 0.39 0.12 1.41
O 0.66 0.60 2.19
H 1.60 0.74 2.07
H -1.08 2.66 -2.17
O 0.00 -3.27 0.47
H 0.45 -2.79 1.17
F 0.43 0.31 -1.27
H 0.31 -2.86 -0.34
H 0.36 2.95 0.09
H 0.74 -1.43 1.86
O -1.30 -1.31 2.03
H -0.28 1.58 0.09
O -0.45 2.50 -0.12
F -0.63 0.54 0.70
O 1.88 1.49 -0.03
O -2.63 -0.03 -0.13
H -0.93 -0.64 1.46
H -0.25 -1.73 -2.96
O -1.59 1.25 1.89
B -0.06 -0.30 -0.18
F -1.04 -1.23 -0.48
H 0.19 -0.80 -1.85
H 1.33 0.71 0.08
H -0.64 1.23 2.00
F 0.97 -0.87 0.49
H 1.04 0.65 -2.13
O 1.92 1.04 -2.17
H 2.05 1.22 -3.10
H 1.88 -2.33 2.30
H -2.66 0.33 -1.02
O 0.93 -2.28 2.25
O -0.68 1.80 -2.16
H -1.76 0.67 1.15
H 2.28 1.37 -0.90
H -1.76 -1.91 1.44
*
```



Quick one: least stable of them? *x*



*w*
A cluster of 2 separate species, C4H3NOS2 in total, computed with ωB97M-V/def2-TZVPD.

Computed properties:
Highest occupied orbital energy, Ha: -0.3277
E_LUMO, eV: -2.23

ORCA input file:
```
! wB97M-V def2-TZVPD RIJCOSX def2/J DEFGRID3
* xyz 0 1
O -0.02 -1.89 1.26
S -1.41 2.30 1.40
C 0.13 -1.29 0.15
S 0.50 0.72 -1.25
N 0.63 -1.91 -1.02
C -0.28 0.02 0.06
C 0.97 -0.92 -1.79
H 1.61 -0.89 -2.60
H 0.25 3.50 1.07
H -1.37 -0.22 1.66
C -1.01 0.57 1.07
*
```



*x*
The molecule C4H3NOS2, computed with ωB97M-V/def2-TZVPD.

Computed properties:
Highest occupied orbital energy, Ha: -0.3384
Structure (SMILES): O=C1SC(=S)[C@H]2N[C@H]12
E_LUMO, eV: -0.60

ORCA input file:
```
! wB97M-V def2-TZVPD RIJCOSX def2/J DEFGRID3
* xyz 0 1
C -0.25 -0.83 0.29
C 0.77 0.73 -0.98
O 0.44 0.01 2.56
N -1.56 -0.47 -0.03
S 1.93 0.66 0.35
C -0.56 0.53 -0.26
H -1.75 -0.92 -0.99
H -0.76 1.10 0.59
S 0.90 0.98 -2.51
C 0.62 -0.25 1.33
H 0.22 -1.53 -0.34
*
```



Quick one: least stable of them? *x*



*w*
The molecule H4NO2PS, computed with ωB97M-V/def2-TZVPD.

Computed properties:
Highest occupied orbital energy, Ha: -0.3043
Structure (SMILES): NP(O)(O)=S
E_LUMO, eV: -0.73

ORCA input file:
```
! wB97M-V def2-TZVPD RIJCOSX def2/J DEFGRID3
* xyz 0 1
H 0.44 0.52 -2.05
P 0.11 -0.21 -0.02
N -1.22 -0.85 0.68
H -1.40 -1.85 0.51
O 0.00 1.38 0.39
H 0.86 1.79 0.36
O -0.17 -0.20 -1.62
H -1.31 -0.28 1.52
S 2.69 -0.31 0.23
*
```



*x*
A structure of composition H4NO2PS, computed with ωB97M-V/def2-TZVPD.

Computed properties:
Highest occupied orbital energy, Ha: -0.3454
E_LUMO, eV: -1.50

ORCA input file:
```
! wB97M-V def2-TZVPD RIJCOSX def2/J DEFGRID3
* xyz 0 1
O -1.22 1.01 -0.53
H -0.80 -0.19 2.54
P 0.06 0.06 -0.33
N 1.30 1.01 -0.40
O -0.06 -1.11 -1.45
H -1.01 1.69 0.11
S -0.39 -1.38 2.05
H 2.00 0.81 -1.07
H 0.12 -1.91 -0.92
*
```



*y*
A cluster of 2 separate species, H4NO2PS in total, computed with ωB97M-V/def2-TZVPD.

Computed properties:
Highest occupied orbital energy, Ha: -0.3528
E_LUMO, eV: -0.07

ORCA input file:
```
! wB97M-V def2-TZVPD RIJCOSX def2/J DEFGRID3
* xyz 0 1
H 0.61 -1.41 2.00
S -0.53 2.16 0.04
N 1.36 -2.33 -0.08
H 1.52 -2.63 -1.02
H -1.19 2.99 -0.75
O -0.11 -1.00 1.52
H -1.34 1.15 -0.24
O -0.91 -0.95 -0.90
P 0.11 -1.42 0.01
*
```



Quick one: least stable of them? *x*